11
Properties=species:S:1:pos:R:3:lowdin_charge:R:1 method="wB97M-V/def2-TZVPD" spin_multiplicity=1 energy_ev=-21161.979 orbital_gap_ev=9.69
C -0.40578 1.83655 0.30539 0.04
C 0.76267 1.35349 0.18143 -0.29
O 1.88975 -0.86861 2.10912 -0.41
O 0.91529 -1.88370 0.10779 -0.43
O -2.02132 -1.21538 -1.27477 -0.12
O 1.84839 0.96367 -0.11704 0.02
S 2.06576 -1.28288 0.74123 0.89
H -1.26687 1.30590 -0.32037 0.13
H -0.76114 2.56563 1.04864 0.09
H -1.78920 -1.81875 -2.06104 0.08
H -1.23754 -0.95592 -0.72039 0.01


8
Properties=species:S:1:pos:R:3:lowdin_charge:R:1 method="wB97M-V/def2-TZVPD" spin_multiplicity=1 energy_ev=-9430.432 orbital_gap_ev=7.13
H -1.10758 0.15655 -1.98156 -0.13
Pb -0.15867 1.72679 -1.39504 0.88
C 0.50217 0.39632 0.51625 -0.39
H 1.58721 0.44850 0.35061 0.03
H 0.09817 0.99144 1.34621 0.03
C -0.06889 -0.90010 0.40083 -0.41
O -0.72380 -1.32781 -0.57959 -0.13
H -0.12861 -1.49170 1.34229 0.11


8
Properties=species:S:1:pos:R:3:lowdin_charge:R:1 method="wB97M-V/def2-TZVPD" spin_multiplicity=1 smiles="CC(O)=S" energy_ev=-15020.998 orbital_gap_ev=9.04
C 1.58903 0.03252 -0.33916 -0.11
C 0.17524 -0.21477 -0.13331 -0.94
O -0.39131 -1.27944 -0.71126 -0.03
S -0.84924 0.79888 0.67651 0.67
H 1.71712 1.11256 -0.60335 0.11
H 2.11543 -0.10891 0.59472 0.09
H 2.03811 -0.60679 -1.06797 0.07
H 0.26208 -1.84985 -1.22252 0.14